Here is 11 unconnected molecules or ions with the total composition C18H56BF4O16 from the OMol25 dataset. Energies are from wB97M-V/def2-TZVPD.

Last column: Mulliken charge in e.
Cartesian coordinates (Å):
F  -10.02  19.93  -14.07  -0.389
F  -10.95  17.98  -14.22  -0.386
F  -9.03  18.16  -13.27  -0.405
F  -9.21  18.51  -15.46  -0.399
O  -6.41  20.16  -9.29  -0.651
O  -2.42  14.75  -13.01  -0.492
O  -11.51  14.71  -10.94  -0.654
O  -13.61  12.28  -15.47  -0.491
O  -6.73  20.82  -19.98  -0.523
O  -11.96  16.15  -21.47  -0.519
O  -16.69  16.49  -18.07  -0.477
O  -13.23  8.80  -16.42  -0.527
O  -15.07  18.90  -17.73  -0.495
O  -5.50  19.67  -22.69  -0.530
O  -4.23  11.31  -18.00  -0.515
O  -9.88  14.02  -22.26  -0.546
O  -12.66  23.08  -10.00  -0.553
O  -7.96  26.32  -16.88  -0.535
O  -3.72  16.99  -14.36  -0.524
O  -5.95  12.37  -15.74  -0.470
C  -13.54  24.15  -10.34  0.646
C  -12.99  11.05  -15.43  -0.199
C  -14.59  23.66  -11.38  -1.337
C  -9.03  27.41  -15.17  -1.469
C  -8.61  26.06  -15.67  0.650
C  -1.92  16.09  -12.96  -0.310
C  -11.15  15.31  -20.64  -0.377
C  -6.75  19.43  -22.05  -0.230
C  -16.36  18.69  -17.09  -0.501
C  -13.76  10.10  -16.35  -0.475
C  -10.89  13.91  -21.31  -0.452
C  -3.18  17.00  -13.09  -0.509
C  -4.99  12.48  -17.96  -0.486
C  -6.19  12.35  -17.12  -0.250
C  -7.55  25.48  -14.76  -1.195
C  -14.08  24.85  -9.13  -1.233
C  -7.31  20.66  -21.31  -0.469
C  -17.21  17.79  -17.97  -0.350
B  -9.80  18.63  -14.26  0.578
H  -11.80  13.77  -21.88  0.268
H  -11.02  15.34  -11.48  0.345
H  -4.84  19.77  -22.00  0.304
H  -10.20  15.81  -20.42  0.258
H  -4.32  13.31  -17.72  0.321
H  -14.49  24.16  -8.40  0.331
H  -13.08  12.79  -14.85  0.322
H  -7.04  26.32  -14.29  0.287
H  -3.03  18.03  -12.74  0.367
H  -6.91  13.14  -17.32  0.233
H  -14.78  25.66  -9.37  0.351
H  -12.97  24.87  -10.92  0.127
H  -6.65  11.39  -17.35  0.258
H  -7.43  19.19  -22.87  0.307
H  -8.40  20.69  -21.21  0.362
H  -11.59  15.19  -19.65  0.362
H  -13.80  10.46  -17.37  0.270
H  -16.89  19.62  -16.85  0.245
H  -10.81  13.10  -20.58  0.364
H  -9.46  25.38  -15.73  0.236
H  -3.93  16.69  -12.35  0.320
H  -12.88  10.56  -14.46  0.268
H  -13.62  8.23  -15.76  0.302
H  -14.40  18.81  -17.04  0.328
H  -1.76  14.13  -12.69  0.271
H  -1.34  16.25  -13.87  0.240
H  -15.32  24.44  -11.59  0.307
H  -12.03  11.15  -15.93  0.222
H  -10.24  14.65  -22.90  0.328
H  -18.18  17.59  -17.50  0.277
H  -7.39  20.49  -19.37  0.312
H  -9.62  28.09  -15.79  0.352
H  -12.51  16.59  -20.82  0.314
H  -12.41  22.74  -10.87  0.317
H  -5.22  12.69  -19.00  0.286
H  -6.92  20.51  -8.57  0.313
H  -7.04  20.02  -9.99  0.338
H  -9.46  27.42  -14.17  0.335
H  -7.59  25.49  -17.19  0.315
H  -4.71  10.48  -18.10  0.307
H  -6.73  18.67  -21.27  0.238
H  -11.08  14.75  -10.08  0.308
H  -16.26  16.31  -17.24  0.296
H  -6.90  24.80  -15.30  0.359
H  -14.81  10.06  -16.07  0.308
H  -8.15  28.05  -15.11  0.352
H  -16.10  18.25  -16.13  0.385
H  -15.14  22.75  -11.13  0.358
H  -17.43  18.26  -18.92  0.292
H  -7.88  24.88  -13.91  0.314
H  -1.44  16.35  -12.03  0.312
H  -4.64  17.25  -14.28  0.325
H  -13.23  25.37  -8.68  0.303
H  -5.05  12.68  -15.68  0.316
H  -7.02  21.59  -21.80  0.230
H  -14.14  23.27  -12.30  0.383

Properties
**HOMO level**: -7.905 eV
**HOMO-LUMO gap**: 9.9516 eV
**Net charge**: -1

***

Here is 11 unconnected molecules or ions with the total composition C18H56F6N4O18P from the OMol25 dataset. Energies are from wB97M-V/def2-TZVPD.

Last column: Mulliken charge in e.
Cartesian coordinates (Å):
P  -0.05  -0.47  0.47  2.225
F  -1.38  0.25  -0.14  -0.088
F  -0.60  -0.27  1.98  -0.486
F  0.65  1.01  0.60  -0.452
F  -0.88  -1.88  0.22  -0.529
F  1.23  -1.32  1.01  -0.368
F  0.51  -0.54  -1.04  -0.020
O  -2.84  2.64  -1.96  -0.487
O  0.27  1.64  -3.03  -0.319
O  -2.64  -2.01  -5.36  -0.600
O  2.94  -2.70  -4.10  -0.740
O  -3.20  -0.90  2.93  -0.645
O  -4.70  -3.11  2.36  -0.576
O  -1.68  3.33  0.64  -0.577
O  1.37  -4.54  -1.02  -0.610
O  2.48  3.48  -3.03  -0.598
O  2.81  2.87  3.45  -0.556
O  -4.96  2.04  -4.09  -0.525
O  2.18  0.92  5.16  -0.647
O  1.31  -3.25  3.34  -0.565
O  3.95  0.39  0.69  -0.715
O  -4.46  3.80  1.66  -0.555
O  2.92  -0.74  2.99  -0.331
O  -1.62  -0.93  -3.02  -0.393
O  4.14  -4.81  -0.50  -0.542
N  2.20  -0.65  -3.79  -0.202
N  2.93  -1.84  -1.92  -0.080
N  3.35  2.64  0.68  -0.448
N  4.20  1.75  -1.08  -0.486
C  -4.52  -2.13  1.25  -0.255
C  3.14  -5.44  0.32  -0.755
C  -1.03  -2.10  -3.54  0.456
C  -1.25  -2.11  -5.00  -0.686
C  1.18  3.81  -2.48  -0.610
C  -4.27  -0.84  1.95  0.426
C  1.95  -4.55  0.31  0.658
C  0.03  3.04  -3.14  0.118
C  -3.47  3.01  2.26  0.011
C  2.68  -1.78  -3.32  0.480
C  3.41  -2.01  3.43  -0.343
C  3.85  1.50  0.19  0.630
C  1.15  1.76  4.63  0.291
C  -3.82  1.63  -1.97  0.844
C  1.70  3.10  4.29  -0.477
C  -2.09  3.58  1.98  0.126
C  -5.11  2.03  -2.73  -0.654
C  2.31  -2.73  4.26  -0.408
H  0.06  -2.16  -3.28  -0.271
H  0.44  1.85  5.42  0.456
H  3.01  3.28  -0.02  0.263
H  -4.69  3.49  0.76  0.333
H  -4.51  1.23  -4.34  0.311
H  1.25  -5.13  0.97  0.248
H  2.49  0.31  4.47  0.364
H  3.45  -0.41  2.26  0.262
H  -2.16  4.66  2.28  0.300
H  2.39  -1.14  -1.39  -0.198
H  -2.42  -1.21  2.48  0.277
H  3.94  -5.12  -1.40  0.307
H  -3.01  -1.25  -4.84  0.296
H  3.07  -2.72  -1.48  0.157
H  3.55  -5.26  1.32  0.294
H  4.34  1.01  -1.72  0.237
H  -3.52  1.93  2.07  -0.217
H  -3.32  0.68  -2.37  -0.194
H  1.01  4.83  -2.81  0.454
H  -5.17  -0.47  2.42  0.439
H  -0.90  3.35  -2.63  0.117
H  -0.99  -3.12  -5.34  0.347
H  1.94  -0.81  -4.76  0.216
H  -0.49  1.08  -2.86  0.054
H  1.96  3.58  5.22  0.294
H  2.47  2.53  -3.19  0.349
H  -1.49  -0.80  -2.07  -0.163
H  -3.64  3.20  3.37  0.384
H  -4.10  -2.80  3.09  0.376
H  0.95  -2.51  2.82  0.175
H  -3.95  -0.04  1.26  -0.598
H  0.94  -3.75  -1.33  0.256
H  -5.40  3.02  -2.33  0.314
H  0.58  1.43  3.76  -0.458
H  -1.31  3.19  2.63  -0.127
H  3.77  -2.57  2.56  0.277
H  4.29  -1.92  4.06  0.350
H  -3.75  -2.40  0.53  0.091
H  -5.50  -2.18  0.78  0.382
H  -4.23  1.37  -0.99  -0.296
H  3.03  -6.52  0.03  0.303
H  -0.72  -1.40  -5.62  0.258
H  2.76  2.64  1.49  0.185
H  1.86  -2.07  5.00  0.243
H  2.19  -3.57  0.66  -0.209
H  0.10  3.40  -4.18  0.248
H  -2.64  2.78  -1.02  0.309
H  4.25  2.69  -1.55  0.215
H  1.16  3.88  -1.42  0.150
H  1.01  3.75  3.75  0.349
H  -1.06  2.65  0.73  0.115
H  -1.42  -3.02  -3.05  0.240
H  1.58  -0.08  -3.24  0.202
H  -5.88  1.27  -2.57  0.342
H  3.45  2.30  3.90  0.289
H  2.67  -3.57  4.86  0.366

Properties
**HOMO level**: -7.327 eV
**HOMO-LUMO gap**: 9.5845 eV
**Net charge**: -1

***

no.,F_max (eV/Å)
1,4.4
2,4.7